[1]
DFT (ωB97M-V/def2-TZVPD) results for a structure of composition C3H3NO2S.

The geometry in XYZ format:
```
10
Properties=species:S:1:pos:R:3:forces:R:3
C 0.11898 -1.17517 -0.14493 -1.15 1.59 0.23
C -0.40118 0.78554 -0.15965 -0.98 0.00 1.94
C -1.23784 -0.46904 -0.09422 1.23 -0.34 1.99
N 0.75896 0.07184 -0.05351 -0.67 -0.13 0.04
O 0.54216 -2.25361 -0.06452 0.86 -2.56 -0.14
O -0.53528 1.95786 -0.09027 -0.64 1.43 -0.53
S 2.39310 0.63925 -0.12342 4.39 1.01 -0.07
H -1.96528 -0.60799 -0.76318 -2.50 -0.72 -3.23
H -1.73612 -0.72931 0.84343 0.33 0.60 0.37
H 2.06252 1.78062 0.65028 -0.88 -0.90 -0.60
```
Forces are in eV/Å.

Calculated values
* net charge: 0
* expectation value of S²: 2.005
* energy: -19574.579 eV
* 2S+1: 3
* HOMO-LUMO gap (spin up / spin down): 6.0 / 7.4 eV

These are the natural (NBO) partial charges, in e, on atoms 1 to 2: number 1, C, carries 0.704; number 2, C, carries 0.679


[2]
DFT (ωB97M-V/def2-TZVPD) results for an isolated molecule of C3H3NO2S2.

The geometry in XYZ format:
```
11
Properties=species:S:1:pos:R:3:forces:R:3
C 0.85868 -0.02588 -1.32204 -1.40 0.84 1.08
C 0.31385 0.23832 0.16427 2.61 3.25 3.04
C -1.28332 -0.24743 1.87561 -2.00 6.00 4.46
H 1.89282 0.80179 -3.04386 0.38 -0.29 -1.26
H -1.10914 -1.25830 0.12182 -0.53 -2.06 -1.03
H -1.61290 -1.16903 2.49633 0.27 1.70 -0.69
N -0.84396 -0.50801 0.66891 4.42 2.24 -3.05
O 0.97544 1.07897 0.90744 -3.39 -4.38 -4.14
O -1.33710 1.01945 2.23562 -0.01 -6.78 -0.67
S 1.58389 1.48712 -1.98433 -0.67 -1.19 1.71
S 0.56174 -1.41701 -2.11977 0.32 0.68 0.56
```
Forces are in eV/Å.

Calculated values
* net charge: 0
* energy: -30413.006 eV
* SMILES: O=CNC(=O)C(=S)S
* HOMO-LUMO gap: 8.0 eV

These are the natural (NBO) partial charges, in e, on atoms 1 to 2: number 1, C, carries -0.366; number 2, C, carries 0.606


[3]
DFT (ωB97M-V/def2-TZVPD) results for an isolated molecule of C3H3NO2S2.

The geometry in XYZ format:
```
11
Properties=species:S:1:pos:R:3:forces:R:3
C -0.86599 0.23115 -0.11256 -0.30 -0.21 0.46
C 1.36560 0.86871 0.05438 -0.42 0.89 0.10
C 1.51207 -0.62073 -0.00723 2.41 -0.53 -0.16
H -2.79054 -1.79099 0.24245 -0.47 1.06 -0.28
H 1.76228 1.34429 0.97232 -0.46 -0.61 -0.08
H 1.94423 1.29599 -0.73726 0.49 0.11 -0.64
N -2.07812 0.50815 -0.00213 -0.76 -0.34 -0.35
O 0.01481 1.24191 -0.19917 0.57 0.18 0.35
O 2.61304 -1.14865 -0.05898 -2.14 0.41 0.27
S -3.40010 -0.55629 -0.04844 1.18 -0.76 0.38
S -0.07729 -1.37355 -0.10337 -0.10 -0.20 -0.05
```
Forces are in eV/Å.

Calculated values
* net charge: 0
* energy: -30414.000 eV
* SMILES: O=C1CO/C(=N/S)S1
* HOMO-LUMO gap: 9.3 eV

These are the natural (NBO) partial charges, in e, on atoms 1 to 2: number 1, C, carries 0.397; number 2, C, carries -0.184